Entry 1:
A molecular structure, C46H58NO7Pt. Source: the OMol25 dataset; level of theory: ωB97M-V/def2-TZVPD.

CARTESIAN COORDINATES (ANGSTROEM)
Pt 0.29235 0.33870 0.38363
C -1.94174 0.20017 3.35690
O -1.46219 1.54166 3.32590
C -1.22523 2.20883 2.15593
C 0.04567 2.76675 2.01633
C 1.19022 2.23370 2.84151
C 2.05867 1.23052 2.08416
C 3.33553 1.61208 1.64497
C 4.24909 0.70932 1.14270
C 3.89076 -0.64949 1.10912
C 2.64800 -1.08725 1.49450
C 2.22942 -2.53284 1.35758
C 1.48955 -2.71562 0.04808
C 2.18367 -2.57194 -1.15030
C 1.53763 -2.54329 -2.37559
C 0.14610 -2.61264 -2.36452
C -0.58131 -2.75992 -1.19497
C -2.08560 -2.81276 -1.24020
C -2.89858 -1.96018 -0.28649
C -4.04843 -2.53969 0.22998
C -4.94406 -1.83486 1.02344
C -4.63722 -0.50215 1.25177
C -3.49966 0.13281 0.76215
C -3.45994 1.63108 1.06825
C -2.15736 2.37984 1.12523
C -1.86485 3.29269 0.12212
C -0.67099 4.00319 0.05702
C 0.29144 3.68653 1.00135
C -0.46315 5.04669 -1.03921
C 0.95894 5.60814 -1.02790
C -0.72031 4.43577 -2.42295
C -1.44587 6.20427 -0.80766
C -2.56923 -0.60910 -0.01228
O -1.47561 -0.11152 -0.58321
C -6.21227 -2.44625 1.61612
C -7.44399 -1.70912 1.07155
C -6.35273 -3.92909 1.26969
C -6.18535 -2.31719 3.14541
C 0.11111 -2.87130 0.00820
O -0.60446 -3.04779 1.17671
C -0.83068 -4.40522 1.48820
C 2.28757 -2.43231 -3.70322
C 3.77917 -2.16296 -3.49625
C 1.71693 -1.28822 -4.55138
C 2.12641 -3.75341 -4.46878
C 1.68933 -0.14137 1.96686
O 0.44038 -0.51958 2.24471
C 5.59675 1.21285 0.62472
C 5.35202 2.23352 -0.49770
C 6.45657 0.08274 0.05719
C 6.37307 1.88391 1.76555
H -3.03013 0.18097 3.44329
H -1.49754 -0.25820 4.23999
H -1.62750 -0.36614 2.48433
H 0.79883 1.75882 3.73962
H 1.84108 3.05733 3.14565
H 3.60386 2.65988 1.72752
H 4.59372 -1.38316 0.73613
H 1.57896 -2.80412 2.18758
H 3.12145 -3.16355 1.37691
H 3.25535 -2.43221 -1.09677
H -0.40540 -2.52984 -3.29467
H -2.39930 -3.84996 -1.08079
H -2.38843 -2.56736 -2.26345
H -4.23291 -3.58146 -0.00653
H -5.31818 0.10017 1.84799
H -3.98391 1.77836 2.01748
H -4.07861 2.12550 0.31305
H -2.61220 3.43385 -0.65080
H 1.28538 4.11402 0.94076
H 1.69404 4.82175 -1.21188
H 1.19566 6.09320 -0.07774
H 1.06161 6.35294 -1.82045
H -0.01941 3.62956 -2.63367
H -0.61508 5.20767 -3.19169
H -1.72764 4.02425 -2.49817
H -1.32394 6.62366 0.19369
H -2.47917 5.86668 -0.90645
H -1.27705 6.99897 -1.54008
H -7.47233 -1.76639 -0.01825
H -7.42795 -0.65441 1.34975
H -8.36330 -2.15140 1.46692
H -6.42968 -4.08339 0.19165
H -7.25843 -4.32936 1.73187
H -5.50246 -4.50660 1.63764
H -6.10158 -1.27498 3.45545
H -5.33149 -2.85742 3.55927
H -7.10051 -2.72886 3.58139
H -1.47383 -4.89024 0.74471
H -1.32726 -4.43076 2.45739
H 0.11222 -4.96111 1.54750
H 3.93035 -1.23140 -2.94683
H 4.26907 -2.06954 -4.46839
H 4.26638 -2.97710 -2.95437
H 1.81201 -0.33052 -4.04034
H 0.66407 -1.44529 -4.78815
H 2.26432 -1.22267 -5.49616
H 2.52092 -4.58919 -3.88629
H 2.66389 -3.71044 -5.42051
H 1.07502 -3.95759 -4.67990
H 4.75418 1.79308 -1.29597
H 6.30707 2.57108 -0.91028
H 4.81694 3.10922 -0.12642
H 5.96274 -0.40539 -0.78524
H 6.68514 -0.67275 0.81223
H 7.40251 0.49427 -0.30163
H 5.81799 2.72267 2.18719
H 7.32979 2.26397 1.39714
H 6.57182 1.17294 2.57071
O 1.91845 2.01395 -2.89981
N 1.74140 1.33650 -1.89272
O 0.56270 1.38200 -1.35840
O 2.63074 0.68685 -1.35687

Cartesian forces (eV/Å) of the 2 atoms listed first:
0.331 0.075 -0.176
-0.200 -0.097 -0.040

Properties
**E_tot**: -67712.19111 eV
**Gap between HOMO and LUMO**: 0.2612 Eh
**M**: 932.05 g/mol
**Lowest unoccupied orbital energy**: 2.4440 eV
**Total charge**: -1



Entry 2:
2 unconnected molecules or ions with the total composition C46H60N4O6PS2. Source: the OMol25 dataset; level of theory: ωB97M-V/def2-TZVPD.

CARTESIAN COORDINATES (ANGSTROEM)
C 0.14245 5.50803 3.91584
C 0.63787 4.08624 4.49658
C 2.21099 3.90119 4.34352
O 2.67961 4.11499 2.99112
C 2.14909 3.16986 2.10630
C 0.89929 3.45869 1.32161
C 0.29382 2.47332 0.36398
C -1.04431 2.94579 -0.32861
C -2.20642 2.77713 0.76929
O -2.79112 1.46947 0.50643
C 0.93679 1.12001 0.11761
P 0.12169 -0.07129 -1.06343
C 0.37080 -1.86935 -0.58886
C -0.84426 -2.80971 -1.07145
C 0.53590 0.27487 -2.86839
C -0.75402 0.99572 -3.51829
C 2.18761 0.85789 0.89187
C 2.77882 1.84087 1.87072
C 4.08303 1.38432 2.65184
O 5.01701 2.12042 2.86425
C 4.04634 -0.14238 3.09187
C 4.53595 -0.58893 4.42747
C 5.10022 0.49479 5.38711
C 4.14250 1.34343 6.12469
C 4.50530 2.45363 7.05696
C 6.00265 2.59433 7.20596
C 6.82233 1.64019 6.42796
N 6.45418 0.65667 5.55226
C 4.40796 -2.03232 4.74195
C 3.81289 -3.02460 3.78245
C 3.67095 -4.53965 4.21910
C 2.93637 -4.64334 5.63583
C 1.61367 -3.78689 5.73085
S 0.20925 -4.47381 4.72737
C -1.28452 -4.08187 5.73650
S -1.46446 -2.62266 6.46794
N -2.26610 -5.15962 5.80826
C -3.46889 -5.14522 5.09093
C -4.05071 -6.46302 5.48162
N -3.16983 -7.09319 6.38253
C -2.05322 -6.29764 6.61398
C 3.32579 -2.57743 2.42627
C 2.67112 -3.59851 1.41366
C 3.68601 -4.74522 0.97577
O 4.83855 -4.55218 0.71646
O 3.10769 -6.04060 0.86885
C 3.45949 -1.12825 2.11456
C 2.99319 -0.50186 0.73123
O 3.27510 -1.00089 -0.33762
H 0.18548 6.24682 4.77407
H 0.80726 5.86336 3.06801
H -0.91765 5.34985 3.56020
H 0.05884 3.22177 4.05543
H 0.43481 4.14587 5.61319
H 2.68407 4.69954 5.00124
H 2.58671 2.90789 4.72980
H 0.41695 4.45803 1.48029
H -0.96323 4.04412 -0.59820
H -1.32710 2.33459 -1.22668
H -2.99407 3.57702 0.63913
H -1.74719 2.77236 1.80596
H -3.12903 1.09374 1.33867
H 0.55368 -1.95270 0.51898
H 1.27074 -2.24212 -1.18131
H -1.27436 -2.42984 -2.04938
H -0.35632 -3.80561 -1.32541
H -1.61862 -2.94873 -0.26932
H 0.58925 -0.73833 -3.38965
H 1.46510 0.88728 -3.03674
H -1.71167 0.62908 -3.02371
H -0.80397 0.87599 -4.67151
H -0.63151 2.10684 -3.30232
H 3.04197 1.15829 5.94312
H 3.76612 3.10092 7.58835
H 6.44676 3.37435 7.88778
H 7.94022 1.74490 6.58248
H 4.75337 -2.43799 5.72697
H 3.07221 -5.14885 3.47611
H 4.68452 -5.02669 4.28997
H 3.65196 -4.22053 6.41168
H 2.69432 -5.70222 5.93733
H 1.27262 -3.80422 6.81625
H 1.72817 -2.70314 5.45686
H -3.87139 -4.35792 4.41072
H -5.02262 -6.86326 5.09266
H -1.17480 -6.53293 7.26091
H 2.33752 -3.10111 0.45487
H 1.73469 -4.04600 1.87998
H 2.54346 -6.09933 1.67078
C -1.62931 0.78046 -6.03028
C -1.53658 1.79176 -7.16885
C -2.78053 2.62751 -7.46394
N -4.02961 1.88101 -7.95342
C -3.65356 0.87404 -9.02876
C -4.86810 0.27609 -9.72041
C -5.77151 1.34890 -10.30500
C -6.17578 2.35439 -9.23936
C -4.96046 2.94953 -8.54592
C -4.72574 1.22428 -6.78488
H -2.13194 -0.13800 -6.34734
H -0.63073 0.48938 -5.73060
H -2.14696 1.19507 -5.17188
H -1.18040 1.29362 -8.07430
H -0.74796 2.50373 -6.90332
H -2.51806 3.33246 -8.25667
H -3.07959 3.21125 -6.59027
H -3.02599 1.40183 -9.75182
H -3.06838 0.08408 -8.55677
H -4.52893 -0.38706 -10.52005
H -5.43331 -0.34986 -9.02319
H -6.66030 0.89015 -10.74300
H -5.24830 1.86643 -11.11662
H -6.84812 1.88389 -8.51676
H -6.75212 3.16002 -9.70142
H -5.25524 3.61131 -7.72850
H -4.37262 3.52153 -9.26797
H -4.85933 1.96798 -6.00039
H -4.12893 0.39001 -6.43078
H -5.69325 0.84165 -7.09976

Cartesian forces (eV/Å) of the 2 atoms listed first:
0.326 -0.947 0.389
0.454 0.674 0.229

Properties
**E_tot**: -97862.80963 eV
**Gap between HOMO and LUMO**: 0.2412 Eh
**M**: 860.12 g/mol
**Lowest unoccupied orbital energy**: -2.4080 eV
**Total charge**: +1



Entry 3:
A molecular structure, C46H64BrN2O3SSr. Source: the OMol25 dataset; level of theory: ωB97M-V/def2-TZVPD.

CARTESIAN COORDINATES (ANGSTROEM)
Sr -18.07962 -7.50313 11.67364
C -16.62033 -7.45953 14.89644
N -18.00998 -7.61018 14.62090
C -18.70552 -6.38166 14.94662
C -18.63321 -8.96350 14.61499
C -20.01854 -9.36464 13.84567
N -20.13212 -9.47616 12.37798
C -19.65456 -10.68897 11.66447
C -18.33907 -11.34281 12.10598
C -18.32557 -12.39784 12.99581
C -17.15361 -12.89840 13.54870
C -15.96955 -12.24451 13.19535
C -15.86832 -11.18381 12.32976
C -17.09095 -10.79408 11.62795
O -17.06590 -10.01037 10.60234
C -14.50108 -10.56727 11.97146
C -13.72421 -10.21920 13.26952
C -14.47662 -9.30875 11.09542
C -13.75264 -11.62929 11.13647
C -17.11570 -14.05463 14.54905
C -18.54444 -14.51125 14.84623
C -16.26206 -15.15576 13.89350
C -16.42954 -13.57558 15.82373
C -21.30574 -8.92963 11.63058
C -22.00734 -7.64162 12.09610
C -23.17672 -7.69504 12.84813
C -23.63999 -6.57648 13.52530
C -22.98357 -5.35974 13.30956
C -21.87726 -5.20488 12.50557
C -21.39788 -6.36800 11.79108
O -20.41394 -6.32575 10.92798
C -21.20998 -3.82742 12.26493
C -20.84747 -3.16402 13.61560
C -22.21422 -2.95592 11.48114
C -19.91033 -3.72138 11.41634
C -24.84837 -6.59962 14.43872
C -24.45672 -5.93767 15.75944
C -25.28976 -8.05308 14.63652
C -25.93850 -5.76061 13.75394
H -16.40075 -7.45032 15.97570
H -16.26516 -6.49313 14.49391
H -16.02707 -8.26287 14.43549
H -19.16186 -6.40199 15.94271
H -19.54336 -6.17545 14.26133
H -18.01668 -5.53940 14.84438
H -18.91981 -9.21229 15.65737
H -17.86892 -9.71757 14.36191
H -20.77465 -8.67492 14.22744
H -20.21963 -10.35176 14.30717
H -19.48115 -10.38065 10.62929
H -20.44119 -11.48039 11.64108
H -19.29506 -12.80419 13.29186
H -15.04794 -12.60104 13.67659
H -14.26738 -9.44485 13.85275
H -12.72987 -9.79452 13.00275
H -13.52620 -11.11602 13.90439
H -15.08915 -8.48699 11.51606
H -14.79928 -9.50304 10.06551
H -13.41201 -8.95711 11.08553
H -13.43787 -12.48356 11.77556
H -12.81662 -11.19003 10.68963
H -14.37965 -12.02396 10.31293
H -19.00560 -14.90380 13.91037
H -19.18577 -13.69741 15.20403
H -18.57302 -15.34316 15.59482
H -16.64454 -15.40358 12.89106
H -16.31248 -16.07802 14.51827
H -15.20219 -14.86676 13.82225
H -16.98554 -12.73379 16.29838
H -15.39032 -13.24641 15.62398
H -16.36631 -14.42226 16.55335
H -22.09549 -9.70020 11.56704
H -20.94427 -8.74463 10.58936
H -23.69793 -8.64943 12.91197
H -23.39094 -4.47457 13.80084
H -21.74576 -2.97378 14.24888
H -20.35067 -2.18795 13.42351
H -20.14540 -3.77886 14.20889
H -23.09945 -2.65162 12.08979
H -22.58929 -3.54274 10.61301
H -21.71209 -2.03905 11.10468
H -19.06911 -4.28910 11.84611
H -19.61627 -2.65356 11.37408
H -20.08623 -4.10876 10.38265
H -23.59878 -6.48125 16.21402
H -25.32077 -5.93457 16.45397
H -24.14840 -4.88621 15.59056
H -24.45589 -8.67880 15.02495
H -25.67268 -8.46255 13.67204
H -26.11779 -8.08443 15.36936
H -25.65856 -4.68417 13.73584
H -26.89430 -5.84709 14.29364
H -26.07553 -6.12548 12.72663
Br -17.38418 -6.61131 9.21115
O -15.73531 -5.51105 12.36354
S -14.42751 -4.69749 12.17455
C -13.31278 -5.65879 11.16156
C -11.95478 -5.73146 11.52748
C -11.04250 -6.33604 10.66163
C -11.50050 -6.88689 9.44869
C -12.85633 -6.80874 9.09936
C -13.78401 -6.19899 9.96247
C -14.75165 -3.39675 10.99185
C -13.75917 -2.43615 10.78174
C -13.90521 -1.51790 9.72441
C -15.04698 -1.56138 8.91425
C -16.04176 -2.51356 9.14776
C -15.86682 -3.46074 10.17840
H -11.60897 -5.29208 12.46718
H -9.98084 -6.32812 10.91115
H -10.79327 -7.38671 8.78561
H -13.18066 -7.24540 8.15739
H -14.87746 -6.21105 9.77731
H -12.86128 -2.44995 11.41901
H -13.09898 -0.81013 9.51378
H -15.15659 -0.86764 8.09489
H -16.97246 -2.55455 8.57015
H -16.57284 -4.27288 10.33605

Cartesian forces (eV/Å) of the 2 atoms listed first:
-0.786 -0.737 0.195
1.146 -0.328 0.235

Properties
**E_tot**: -139580.79934 eV
**Gap between HOMO and LUMO**: 0.2252 Eh
**M**: 892.62 g/mol
**Lowest unoccupied orbital energy**: 2.0605 eV
**Energy relative to the best compared isomer or geometry (same formula, charge and spin)**: 0.0000 eV
**Total charge**: -1



Entry 4:
A molecular structure, C46H64Cl4LaN3O3P3Te. Source: the OMol25 dataset; level of theory: ωB97M-V/def2-TZVPD.

CARTESIAN COORDINATES (ANGSTROEM)
La 0.40159 -0.10048 -0.96887
Te -1.21446 3.26094 2.77273
C -3.18393 4.05876 2.87637
C -3.93573 4.29154 1.73380
C -5.21528 4.80726 1.87642
N -5.76896 5.09590 3.05124
C -5.03758 4.87745 4.13904
C -3.74810 4.36630 4.10801
C -1.48865 2.38497 0.84438
P -1.77546 0.60211 0.81857
C -2.70176 0.22594 2.34042
C -2.12442 -0.52999 3.35535
C -2.79961 -0.71154 4.55392
C -4.04629 -0.13543 4.74200
C -4.63050 0.60810 3.72472
C -3.96391 0.78849 2.52490
C -3.16753 0.46630 -0.40221
C -4.10378 -0.56914 -0.31731
C -5.08938 -0.70960 -1.28008
C -5.16527 0.19023 -2.33702
C -4.25188 1.22820 -2.42522
C -3.25146 1.35353 -1.46970
P -0.19173 2.69413 -0.35211
C -0.83861 4.19200 -1.20843
C -1.20441 5.30897 -0.45373
C -1.80286 6.39778 -1.06409
C -2.05071 6.38441 -2.43173
C -1.70555 5.27563 -3.18551
C -1.10240 4.18212 -2.57550
C 1.23786 3.40895 0.56294
C 1.78940 2.63392 1.58730
C 2.83195 3.11476 2.35972
C 3.33839 4.38650 2.12038
C 2.83047 5.14587 1.07793
C 1.79650 4.65449 0.28951
H -3.53107 4.05887 0.75539
H -5.82925 4.99686 1.00157
H -5.51074 5.11563 5.08618
H -3.20080 4.20156 5.02819
H -1.14431 -0.96816 3.20476
H -2.35082 -1.30281 5.34191
H -4.56688 -0.26106 5.68242
H -5.60653 1.05697 3.85975
H -4.41278 1.37080 1.73290
H -4.08269 -1.24262 0.53413
H -5.81500 -1.50926 -1.19665
H -5.94389 0.09154 -3.08327
H -4.31982 1.94350 -3.23612
H -2.55841 2.18138 -1.52965
H -1.02928 5.31488 0.61539
H -2.08320 7.25755 -0.46900
H -2.51597 7.23912 -2.90536
H -1.90893 5.25485 -4.24903
H -0.85310 3.31197 -3.16770
H 1.39112 1.64032 1.78177
H 3.24609 2.49954 3.14920
H 4.12301 4.78762 2.74909
H 3.23471 6.13084 0.87995
H 1.41379 5.25342 -0.52603
O -1.64081 -2.11367 -0.85212
H -0.95629 -2.76650 -0.66608
H -2.38828 -2.30953 -0.27856
O 1.79664 -1.31117 -3.12510
H 2.74888 -1.29348 -3.27142
H 1.69100 -1.91193 -2.32582
Cl -1.24489 -0.56078 -3.22848
C -2.21050 -1.77759 -4.08662
Cl -1.46614 -2.20182 -5.62868
H -3.18555 -1.34175 -4.26992
H -2.26760 -2.66138 -3.46204
Cl 1.14422 1.57131 -3.34498
C 0.85081 1.16376 -5.06187
Cl -0.66490 1.85523 -5.65151
H 0.82725 0.08177 -5.13990
H 1.65173 1.60704 -5.64034
C 4.97528 1.40437 0.08598
C 3.73492 1.67082 -0.71960
N 3.75476 2.77977 -1.46068
O 2.78143 0.88047 -0.74156
H 5.22197 2.25853 0.71414
H 5.80815 1.22244 -0.59499
H 4.82461 0.52394 0.70458
H 4.50500 3.44430 -1.38955
H 2.95547 3.03081 -2.01823
C 2.65925 -4.41446 2.59612
C 2.37141 -3.14636 1.79734
C 3.59034 -2.21364 1.81462
C 1.22645 -2.36739 2.46596
P 1.92940 -3.40246 -0.04410
N 1.25648 -2.13689 -0.66139
C 3.53114 -3.86424 -0.98566
C 3.13110 -4.44552 -2.35208
C 4.41812 -4.90037 -0.29018
C 4.32629 -2.56030 -1.23429
C 0.73786 -4.90421 -0.18970
C 0.09279 -4.84661 -1.59458
C 1.33335 -6.29905 0.01045
C -0.35694 -4.69934 0.87742
H 2.89925 -4.14065 3.62620
H 3.50215 -4.97562 2.19595
H 1.79520 -5.07556 2.62636
H 3.83215 -1.94430 2.84541
H 3.36477 -1.29502 1.26540
H 4.47303 -2.67597 1.38280
H 1.60513 -1.85307 3.35249
H 0.41380 -3.01585 2.78705
H 0.83084 -1.60929 1.78530
H 2.72577 -5.45063 -2.25830
H 4.02448 -4.52622 -2.97495
H 2.40282 -3.82848 -2.87764
H 3.87218 -5.81490 -0.06278
H 4.86133 -4.52718 0.63109
H 5.23746 -5.16447 -0.96362
H 4.73956 -2.56126 -2.24581
H 5.17132 -2.46229 -0.55392
H 3.70034 -1.67402 -1.11146
H 0.62318 -5.48323 -2.30043
H 0.09230 -3.83849 -2.00834
H -0.93766 -5.20633 -1.55422
H 2.04001 -6.56726 -0.77177
H 0.51705 -7.02541 -0.02469
H 1.83364 -6.40219 0.97281
H -0.60383 -3.64806 1.02639
H -0.05567 -5.10298 1.84326
H -1.26600 -5.22811 0.58291

Cartesian forces (eV/Å) of the 2 atoms listed first:
0.875 -1.138 -0.322
-0.746 0.056 -0.574

Properties
**E_tot**: -145459.69144 eV
**Gap between HOMO and LUMO**: 0.2422 Eh
**M**: 1208.28 g/mol
**Lowest unoccupied orbital energy**: -2.1762 eV
**Energy relative to the best compared isomer or geometry (same formula, charge and spin)**: 1.0382 eV
**Total charge**: +1